119
Properties=species:S:1:pos:R:3:forces:R:3 method="wB97M-V/def2-TZVPD" lumo_energy_ev=-4.66 total_charge=+1 e_homo_ev=-10.557 mol_weight_g_mol=991.91
C 8.794782 -1.079753 2.774696 -0.9259 1.1510 -3.3334
C 8.535446 -0.643023 1.346813 0.4002 -0.4129 4.4438
C 7.015887 -0.201404 0.807039 -0.8698 -4.2078 -2.9005
O 6.445900 -1.020708 -0.081048 2.5416 5.6450 5.1025
O 6.441326 1.036926 1.355729 0.7733 -3.0570 -2.8307
C 5.266495 1.486968 0.540290 -0.2649 0.4785 0.1313
C 5.012034 3.058902 0.931356 -0.2853 -0.3356 1.2151
C 3.410411 3.522052 0.809282 1.0058 1.4118 0.0693
C 2.934260 3.773340 -0.742417 0.6881 -0.3861 -0.2370
C 1.882086 2.661816 -1.331731 0.4898 0.3008 -0.9503
C 0.313089 2.897782 -0.897390 0.7743 -1.4919 1.9230
C -0.264849 1.394420 -0.447211 -2.4765 -2.0961 -0.2638
N 0.459819 0.667078 0.662857 -2.2273 -1.6970 -0.7306
C 0.099947 -0.675932 1.256147 -3.7896 -0.0761 -3.4576
C 0.868453 -1.488882 2.434647 0.7711 -0.3036 -1.5295
C 1.028793 -0.793931 3.883301 1.5385 -0.2662 0.5628
C -0.037080 0.290964 4.394013 2.3656 2.6231 0.3050
F 0.486708 0.829751 5.709979 -2.1170 -1.9983 -3.9345
F 0.038808 1.520522 3.511613 -0.4787 -3.5994 2.2116
C -1.600943 -0.083735 4.497421 -2.6507 5.1122 -1.3771
F -2.338937 -0.076021 3.177315 3.3214 -0.0213 4.0162
F -2.247672 1.057757 5.255186 2.4676 -3.5403 -2.9495
S -2.098977 -1.637242 5.370822 -4.6874 -2.9257 3.6394
F -1.486024 -2.694069 4.177214 -0.6109 2.4432 2.2429
F -3.620438 -1.572528 4.513233 3.2470 -0.4839 1.8051
F -2.874235 -0.670490 6.601809 1.8261 -2.6725 -2.2924
F -0.725181 -1.726196 6.370178 -2.3422 0.2587 -2.6566
F -2.707533 -3.018490 6.191834 1.5212 2.8216 -1.8954
C -1.214342 -1.442316 0.559229 0.9674 3.2382 -1.2247
C -2.102719 -0.777635 -0.659208 4.4485 2.6018 2.6599
B -3.396601 -1.578097 -1.320276 -2.1610 -1.8587 -1.3544
N -4.856307 -1.162912 -1.162624 2.6226 -1.7258 0.4014
O -3.161658 -2.785199 -2.189046 0.3950 1.5691 2.8718
C -1.597145 0.736568 -1.156133 1.7035 -1.9373 2.1662
C -2.425209 1.568171 -2.346713 1.1507 0.1544 0.5843
C -3.299495 2.715177 -1.553139 0.6674 0.0812 1.0487
O -4.603056 3.026779 -2.159229 -1.0449 -2.1494 10.4833
C -5.729864 2.523454 -1.358276 -2.8727 -5.3491 -2.1065
O -6.363288 1.426975 -1.829570 3.9951 6.9627 2.6940
C -6.330418 3.185697 0.016048 0.1047 0.1012 1.1462
C -5.231186 3.962182 0.952371 0.9923 0.0812 -0.5191
H 8.013768 -1.749528 3.363462 1.3703 2.3072 -1.0682
H 9.788331 -0.769889 3.356676 -1.9842 -1.5805 -1.8676
H 9.491650 -0.650919 0.645636 -2.4706 0.9766 1.3646
H 5.524954 1.373451 -0.597088 -0.6928 -0.0356 2.2485
H 4.374464 0.787220 0.883767 1.6186 1.5634 -1.0068
H 5.734306 3.795595 0.344792 -1.7171 -1.6797 1.0409
H 5.310745 3.166600 2.082024 -0.6567 -0.2707 -2.4917
H 3.373028 4.589854 1.340397 -0.0027 -2.4205 -1.0078
H 2.709117 2.827127 1.437416 1.2804 1.0640 -1.2113
H 2.545624 4.876640 -0.836846 0.5560 -2.2645 0.0047
H 3.921920 3.682605 -1.406488 -2.2199 0.3075 1.3574
H 2.288819 1.588311 -1.025181 -1.0216 2.2391 -0.6083
H 1.907997 2.701200 -2.515369 0.0630 -0.1495 2.4649
H 0.328452 3.528852 0.115243 -0.3109 -1.1962 -2.2688
H -0.350280 3.412238 -1.718153 1.3507 -1.2782 1.7971
H 1.305670 1.162180 1.074811 -1.5304 -0.7787 -0.7188
H 1.978634 -1.674194 2.028633 -2.3776 0.4679 0.9307
H 0.406930 -2.589889 2.476132 0.6859 2.7840 -0.0496
H 1.172159 -1.678955 4.673415 -0.6785 2.1524 -1.5936
H 2.096851 -0.255015 3.880679 -2.6447 -0.8082 0.1813
H -1.542336 -2.513259 0.950964 0.9702 2.5975 -0.7369
H -5.498173 -1.740170 -1.763567 0.9925 0.5087 0.9785
H -5.131809 -1.250873 -0.157698 0.0441 0.7213 -1.2196
H -2.936202 -3.583463 -1.618349 -0.3659 1.4860 -1.1829
H -3.058323 0.868054 -3.039353 1.1365 1.2341 1.6976
H -1.613688 2.108798 -3.028345 -1.7853 -1.2807 1.4050
H -2.663007 3.698635 -1.563378 -1.2902 -1.7651 0.0334
H -3.387659 2.358641 -0.430081 0.0535 0.7687 -2.2605
H -7.234432 3.923271 -0.168357 1.9665 -1.5769 -0.1778
H -6.777875 2.297945 0.670789 0.9654 1.7667 -1.7976
H -5.729159 4.688240 1.750456 1.0263 -1.7397 -1.8240
H -4.514497 3.182095 1.501420 -1.7261 1.6786 -1.0383
H -4.507621 4.596148 0.248681 -1.6768 -1.1518 1.5747
C -3.306495 2.472670 -6.871906 0.2174 -0.0466 -0.0752
C -4.276005 1.295469 -6.965970 0.0505 -0.1901 -0.3169
C -5.160845 1.329441 -5.720991 -0.0765 -0.6800 -0.1260
S -5.245571 3.040636 -5.214739 -0.4237 0.4138 -1.0117
O -4.592207 3.173680 -3.929613 -0.2276 0.7632 -7.3102
O -6.581536 3.545366 -5.461512 0.5172 -0.1205 0.5737
C -4.152188 3.672532 -6.472052 0.2657 0.1926 -0.5810
H -2.784977 2.645870 -7.817765 -0.0415 -0.0228 0.1662
H -2.553118 2.270478 -6.101205 -0.0383 0.0559 -0.0795
H -4.897211 1.405411 -7.863161 0.1045 -0.0045 0.1396
H -3.746816 0.340965 -7.048305 -0.1215 0.1303 -0.0038
H -6.168434 0.963199 -5.933478 0.1223 0.1521 0.2422
H -4.720674 0.754911 -4.901336 -0.1520 0.1609 -0.0100
H -3.562714 4.499897 -6.073338 -0.2350 -0.0462 0.0779
H -4.767689 4.016809 -7.308519 0.0676 -0.0076 0.1230
C 14.093505 -3.416094 3.473037 0.2754 -0.0973 -0.0091
C 13.123995 -4.593295 3.378974 0.0436 -0.1871 -0.3307
C 12.239155 -4.559323 4.623953 -0.0987 -0.7000 -0.1138
S 12.154429 -2.848128 5.130205 0.0095 0.1749 0.2289
O 12.807793 -2.715084 6.415331 -0.4947 0.0713 -0.4079
O 10.818464 -2.343399 4.883432 0.2908 -0.0219 0.4056
C 13.247812 -2.216232 3.872892 0.3626 0.2526 -0.3535
H 14.615023 -3.242894 2.527179 -0.0595 -0.0079 0.1622
H 14.846882 -3.618287 4.243739 -0.0833 0.0855 -0.1084
H 12.502789 -4.483353 2.481783 0.0879 -0.0102 0.1236
H 13.653184 -5.547799 3.296639 -0.1218 0.1487 0.0133
H 11.231566 -4.925565 4.411466 0.1159 0.1583 0.2162
H 12.679326 -5.133853 5.443608 -0.1044 0.2149 -0.0313
H 13.837286 -1.388867 4.271605 -0.2163 -0.0596 0.0837
H 12.632311 -1.871955 3.036425 0.0164 -0.0311 0.1485
C -9.072510 -1.882987 -2.745309 0.0467 0.2482 -0.1553
C -9.766049 -2.935029 -3.609491 -0.3245 0.1308 -0.1217
C -8.947691 -4.221378 -3.511171 -0.2452 -0.1581 -0.6480
S -8.141405 -4.180060 -1.917479 -0.5237 -0.3892 0.4161
O -6.711996 -4.084566 -2.126775 -0.0371 -0.0777 0.2178
O -8.733853 -5.184671 -1.057123 0.6670 0.3026 -0.3137
C -8.749028 -2.577118 -1.430665 -0.1356 0.5072 0.1452
H -9.704489 -1.003616 -2.590592 0.1559 -0.1137 -0.0154
H -8.147592 -1.554277 -3.234100 -0.1018 0.0273 0.1006
H -10.778521 -3.111762 -3.226604 0.1550 0.0282 -0.0558
H -9.861215 -2.606121 -4.649039 -0.0027 -0.0849 0.1741
H -9.583290 -5.108289 -3.573790 0.2870 0.0435 0.1108
H -8.173127 -4.262859 -4.281885 -0.0240 -0.0447 0.2169
H -7.993049 -2.053518 -0.843024 -0.0437 -0.1872 0.0087
H -9.652667 -2.729222 -0.832879 0.1724 -0.0648 -0.0452